[1]
C3H2CdO4 | ωB97M-V/def2-TZVPD

Relative energy (zero: lowest compared OMol25 entry of this formula, charge and spin) ... 9.97 kcal per mole
HOMO-LUMO gap ... 6.7032 eV
Highest occupied orbital energy ... -8.526 eV
DFT total energy ... -584.10412 Ha

```
! RIJCOSX wB97M-V def2-TZVPD def2/J DEFGRID3
* xyz 0 1
H 1.035 -1.424 0.709
C 0.132 -1.222 -0.990
C 0.901 -0.584 -0.058
O 0.565 0.755 0.133
C -0.211 1.204 1.252
O 0.141 0.960 2.379
O -1.209 1.840 0.789
Cd -1.066 1.218 -1.118
O -0.834 -0.609 -1.662
H 0.547 -2.138 -1.434
*
```

=====

[2]
C35H110ClIN4O24S | ωB97M-V/def2-TZVPD

HOMO-LUMO gap ... 7.8682 eV
Highest occupied orbital energy ... -8.592 eV
DFT total energy ... -4579.97115 Ha

```
! RIJCOSX wB97M-V def2-TZVPD def2/J DEFGRID3
* xyz 0 1
C -0.010 2.470 2.414
C -1.096 1.492 1.993
C -0.541 0.254 1.264
I -0.334 0.667 -0.848
C -1.234 -1.067 1.507
C -2.673 -1.239 1.355
C -3.525 -0.073 0.912
C -4.415 -0.357 -0.327
N -4.493 0.766 -1.257
C -3.218 -2.468 1.606
Cl -4.925 -2.782 1.550
C -2.421 -3.584 1.955
N -2.816 -4.838 2.199
S -1.500 -5.670 2.539
N -0.367 -4.535 2.387
C -1.023 -3.422 2.048
C -0.441 -2.139 1.823
N 0.994 -2.050 1.914
H 0.607 2.053 3.202
H 0.572 2.837 1.573
H -0.511 3.345 2.830
H -1.755 2.038 1.320
H -1.723 1.210 2.832
H 0.477 0.130 1.602
H -2.851 0.697 0.574
H -4.100 0.335 1.743
H -4.067 -1.251 -0.837
H -5.433 -0.571 -0.026
H -5.010 1.521 -0.818
H -3.566 1.152 -1.402
H 1.319 -2.393 1.018
H 1.327 -2.701 2.612
C 2.712 -7.364 0.772
O 2.786 -7.226 2.199
H 3.434 -8.109 0.465
H 1.713 -7.688 0.471
H 2.948 -6.416 0.285
H 2.142 -6.555 2.451
C 2.061 5.895 3.215
O 2.201 4.735 4.044
H 1.233 5.726 2.532
H 1.847 6.776 3.826
H 2.967 6.068 2.639
H 2.936 4.895 4.642
C 1.707 3.087 -3.169
O 0.875 2.108 -3.783
H 1.199 3.442 -2.275
H 2.672 2.657 -2.885
H 1.871 3.930 -3.846
H 1.325 1.806 -4.579
C -1.624 -6.332 -1.183
O -0.312 -6.220 -1.730
H -1.739 -5.555 -0.432
H -2.381 -6.190 -1.958
H -1.762 -7.308 -0.710
H -0.210 -6.905 -2.395
C -0.529 -0.410 5.319
O 0.727 -0.183 4.677
H -0.615 0.297 6.141
H -1.349 -0.247 4.619
H -0.588 -1.426 5.718
H 0.809 -0.800 3.942
C 4.364 -7.415 -2.880
O 4.396 -8.291 -1.747
H 3.341 -7.327 -3.218
H 4.738 -6.426 -2.602
H 4.975 -7.824 -3.689
H 5.311 -8.358 -1.460
C 4.258 -4.036 2.934
O 3.496 -3.324 1.965
H 3.990 -3.680 3.927
H 4.051 -5.108 2.879
H 5.328 -3.875 2.781
H 3.757 -3.659 1.100
C 5.821 -10.979 -5.162
O 5.892 -10.829 -3.750
H 6.555 -11.725 -5.455
H 4.828 -11.318 -5.469
H 6.052 -10.036 -5.668
H 5.239 -10.167 -3.497
C -2.737 3.876 -2.439
O -1.738 4.019 -1.430
H -3.108 4.866 -2.674
H -2.316 3.425 -3.343
H -3.567 3.265 -2.076
H -1.395 3.145 -1.206
C -0.719 3.131 -6.280
O 0.582 3.169 -6.867
H -0.812 3.980 -5.613
H -1.495 3.196 -7.049
H -0.841 2.207 -5.711
H 0.652 2.407 -7.450
C 2.315 7.431 -0.325
O 2.440 7.915 1.012
H 3.033 6.624 -0.452
H 1.311 7.047 -0.513
H 2.538 8.222 -1.045
H 1.805 8.628 1.121
C -0.141 -2.711 8.953
O -0.345 -3.190 7.631
H -0.473 -1.675 8.988
H -0.722 -3.293 9.673
H 0.917 -2.752 9.226
H -0.051 -4.106 7.605
C -5.071 6.786 -0.486
O -4.080 6.568 -1.493
H -6.036 6.875 -0.978
H -5.103 5.954 0.209
H -4.863 7.711 0.061
H -3.231 6.485 -1.048
C 1.697 5.548 -8.147
O 2.123 6.630 -8.984
H 2.103 5.728 -7.155
H 0.611 5.507 -8.080
H 2.077 4.595 -8.515
H 1.766 6.475 -9.861
C -7.164 5.457 3.102
O -6.160 5.229 2.107
H -8.122 5.544 2.597
H -7.203 4.617 3.801
H -6.965 6.376 3.650
H -5.318 5.154 2.563
C 0.193 -7.387 6.447
O 0.739 -6.177 6.978
H -0.574 -7.739 7.132
H -0.257 -7.202 5.469
H 0.968 -8.148 6.351
H 1.411 -5.870 6.364
C 4.987 -1.456 -1.444
O 4.204 -2.499 -0.868
H 5.913 -1.897 -1.802
H 4.461 -0.997 -2.285
H 5.220 -0.691 -0.700
H 3.387 -2.100 -0.554
C 0.641 -0.998 -6.201
O 1.060 0.013 -7.119
H 1.064 -0.759 -5.229
H -0.448 -1.021 -6.117
H 1.002 -1.980 -6.515
H 0.684 -0.203 -7.977
C -0.944 7.546 -6.391
O -0.793 6.375 -5.599
H -1.756 7.380 -7.095
H -1.195 8.400 -5.756
H -0.027 7.759 -6.949
H -0.077 6.538 -4.975
C 2.434 -8.583 -6.113
O 2.973 -7.374 -5.585
H 1.664 -8.929 -5.427
H 1.985 -8.416 -7.095
H 3.206 -9.352 -6.195
H 3.652 -7.071 -6.194
C -7.735 7.136 6.769
O -7.961 7.601 5.441
H -7.655 6.053 6.731
H -6.807 7.547 7.174
H -8.567 7.408 7.424
H -8.032 8.558 5.475
C 0.740 6.377 6.762
O -0.123 5.402 6.198
H 0.259 6.783 7.649
H 1.692 5.921 7.050
H 0.917 7.187 6.048
H 0.320 5.052 5.415
C -0.581 9.304 -3.027
O 0.419 8.286 -3.090
H -1.543 8.822 -2.877
H -0.389 9.988 -2.196
H -0.604 9.867 -3.963
H 1.266 8.719 -3.228
C 0.866 -10.546 2.820
O 0.989 -9.373 3.613
H 0.442 -11.329 3.444
H 0.202 -10.375 1.967
H 1.844 -10.873 2.455
H 1.369 -8.684 3.057
*
```

=====

[3]
C5H6N2O | ωB97M-V/def2-TZVPD

Relative energy (zero: lowest compared OMol25 entry of this formula, charge and spin) ... 47.53 kcal per mole
HOMO-LUMO gap ... 10.3368 eV
Highest occupied orbital energy ... -10.019 eV
DFT total energy ... -378.79520 Ha

```
! RIJCOSX wB97M-V def2-TZVPD def2/J DEFGRID3
* xyz 0 1
N 3.485 -0.760 0.371
C 2.375 -0.860 0.084
C 0.929 -0.040 0.350
C 0.602 0.840 -0.818
C -0.010 -0.517 -0.652
C -1.413 -0.657 0.190
N -1.967 0.476 0.662
O -1.908 -1.747 0.295
H 0.824 0.164 1.405
H 1.374 0.947 -1.568
H -0.002 1.728 -0.680
H 0.130 -1.377 -1.290
H -2.918 0.438 0.995
H -1.500 1.365 0.656
*
```

=====

[4]
C3H5NO2 | ωB97M-V/def2-TZVPD

Relative energy (zero: lowest compared OMol25 entry of this formula, charge and spin) ... 40.44 kcal per mole
HOMO-LUMO gap ... 11.0145 eV
Highest occupied orbital energy ... -10.269 eV
DFT total energy ... -322.50988 Ha

```
! RIJCOSX wB97M-V def2-TZVPD def2/J DEFGRID3
* xyz 0 1
H -2.167 1.406 2.343
N -2.256 0.766 1.556
C -1.106 0.490 1.145
O -0.975 -0.339 0.024
C 0.363 -0.575 -0.244
C 1.121 -0.542 -1.553
O 1.176 -0.465 0.629
H -0.143 0.834 1.529
H 1.318 -1.555 -1.874
H 0.556 0.069 -2.231
H 2.115 -0.089 -1.323
*
```

=====

[5]
C35H86ClN6O11 | ωB97M-V/def2-TZVPD

Relative energy (zero: lowest compared OMol25 entry of this formula, charge and spin) ... 49.35 kcal per mole
HOMO-LUMO gap ... 7.9897 eV
Highest occupied orbital energy ... -5.629 eV
DFT total energy ... -3001.06639 Ha

```
! RIJCOSX wB97M-V def2-TZVPD def2/J DEFGRID3
* xyz -1 1
Cl -1.076 -0.456 1.892
O -1.210 -0.138 3.287
O -1.433 0.660 1.028
O 0.295 -0.806 1.608
O -1.929 -1.527 1.512
C 1.119 -1.791 -1.481
O 1.859 -3.009 -1.290
H 1.008 -1.476 -2.520
H 0.193 -1.915 -0.936
H 1.692 -1.037 -0.934
H 2.569 -3.023 -1.937
C -5.343 -4.190 8.750
C -4.320 -3.944 7.638
C -4.798 -2.811 6.731
O -4.110 -2.930 5.481
C -3.208 -1.923 5.110
N -3.040 -3.642 8.291
H -6.321 -4.498 8.377
H -5.413 -3.244 9.295
H -5.065 -4.954 9.480
H -4.190 -4.882 7.087
H -4.553 -1.854 7.197
H -5.838 -2.918 6.420
H -3.605 -1.314 4.288
H -2.278 -2.342 4.717
H -2.963 -1.200 5.897
H -2.852 -4.440 8.899
H -2.222 -3.713 7.690
C 3.621 -2.271 3.034
C 3.345 -3.445 2.109
C 3.734 -4.799 2.681
O 3.276 -5.810 1.795
C 3.886 -7.064 2.067
N 1.904 -3.428 1.759
H 2.959 -2.368 3.906
H 3.415 -1.260 2.688
H 4.612 -2.285 3.515
H 3.883 -3.297 1.168
H 3.170 -5.030 3.598
H 4.812 -4.748 2.881
H 3.172 -7.807 1.719
H 4.159 -7.130 3.125
H 4.833 -7.172 1.522
H 1.750 -2.512 1.347
H 1.339 -3.368 2.604
C -1.424 5.170 0.132
C -0.273 4.469 0.830
C -0.456 4.079 2.288
O -0.291 5.136 3.188
C -0.099 4.794 4.534
N 0.103 3.317 -0.002
H -1.164 5.602 -0.831
H -1.820 6.018 0.706
H -2.290 4.506 0.079
H 0.591 5.133 0.705
H 0.260 3.266 2.491
H -1.389 3.510 2.434
H 0.568 3.928 4.608
H -1.063 4.617 5.013
H 0.421 5.587 5.072
H 1.013 2.998 0.295
H -0.560 2.562 0.161
C -3.091 -4.300 -0.426
C -1.676 -4.836 -0.668
C -1.230 -4.550 -2.111
O 0.071 -5.050 -2.376
C 0.586 -4.623 -3.610
N -0.671 -4.144 0.171
H -3.164 -3.227 -0.594
H -3.271 -4.583 0.614
H -3.871 -4.768 -1.035
H -1.549 -5.873 -0.345
H -1.358 -3.480 -2.314
H -1.882 -5.080 -2.826
H 1.649 -4.388 -3.634
H 0.123 -3.680 -3.934
H 0.325 -5.330 -4.406
H -1.175 -4.151 1.065
H -0.666 -3.148 -0.027
C -2.399 2.643 -7.178
C -3.102 2.921 -5.830
C -4.315 1.961 -5.772
C -4.785 1.657 -4.352
C -3.672 1.231 -3.430
C -2.464 2.170 -3.408
N -2.111 2.453 -4.841
O -0.966 3.310 -4.887
C -2.794 3.466 -2.654
C -1.293 1.499 -2.736
C -3.573 4.367 -5.707
H -1.689 3.432 -7.441
H -3.151 2.558 -7.963
H -1.774 1.757 -7.085
H -5.118 2.485 -6.301
H -4.191 1.004 -6.286
H -5.714 1.083 -4.338
H -5.208 2.623 -4.030
H -3.273 0.219 -3.527
H -4.232 1.196 -2.486
H -3.628 4.022 -3.089
H -3.061 3.291 -1.610
H -1.986 4.195 -2.579
H -0.304 1.961 -2.747
H -1.466 1.282 -1.679
H -1.166 0.506 -3.189
H -3.787 4.836 -6.672
H -2.781 5.012 -5.318
H -4.461 4.472 -5.084
H -0.282 2.757 -4.495
C 2.574 2.679 -2.447
C 4.075 2.496 -2.371
C 4.603 3.861 -1.905
C 4.485 4.191 -0.420
C 5.079 3.023 0.383
C 4.482 1.632 0.054
N 4.450 1.459 -1.400
O 3.890 0.224 -1.767
C 5.441 0.614 0.718
C 3.078 1.424 0.649
C 4.681 2.242 -3.746
H 2.162 3.405 -3.157
H 2.073 1.745 -2.726
H 2.160 3.030 -1.506
H 5.662 3.943 -2.186
H 4.170 4.672 -2.496
H 5.046 5.083 -0.139
H 3.470 4.303 -0.032
H 4.836 3.146 1.443
H 6.166 3.010 0.300
H 5.055 0.144 1.626
H 6.365 1.071 1.082
H 5.720 -0.219 0.071
H 2.568 0.516 0.327
H 2.403 2.193 0.302
H 3.062 1.375 1.739
H 4.308 1.274 -4.102
H 4.214 2.896 -4.485
H 5.767 2.263 -3.758
H 4.589 -0.434 -1.683
*
```

=====

[6]
C11H10ClF3Ti | ωB97M-V/def2-TZVPD

HOMO-LUMO gap (spin up / spin down) ... 7.0204 / 7.0222 eV
Highest occupied orbital energy (spin up / spin down) ... -8.253 / -8.253 eV
DFT total energy ... -2034.36394 Ha

```
! RIJCOSX wB97M-V def2-TZVPD def2/J DEFGRID3
* xyz 0 1
C -2.533 1.026 -0.154
C -1.404 1.754 0.394
C -0.730 0.918 1.326
H -1.152 2.846 0.255
C -1.513 -0.280 1.425
C -2.510 -0.301 0.368
H -3.100 -1.157 0.034
H -3.182 1.522 -0.890
H 0.147 1.244 1.872
H -1.310 -0.970 2.234
Ti -0.502 -0.088 -0.706
Cl -0.728 0.654 -2.838
C 1.874 -0.350 -1.471
C 2.168 -0.700 -0.123
C 2.124 0.476 0.666
H 2.475 -1.684 0.220
C 1.892 1.582 -0.202
C 1.739 1.079 -1.521
H 1.615 1.656 -2.429
H 1.864 -1.036 -2.312
H 2.313 0.514 1.740
H 1.894 2.628 0.094
F -0.446 -3.167 -0.740
C -0.434 -2.425 0.410
F -1.343 -3.083 1.244
F 0.779 -2.656 1.106
*
```

=====

[7]
C23H44F3IN4O6P | ωB97M-V/def2-TZVPD

Relative energy (zero: lowest compared OMol25 entry of this formula, charge and spin) ... 0.00 kcal per mole
HOMO-LUMO gap ... 7.7871 eV
Highest occupied orbital energy ... -5.720 eV
DFT total energy ... -2511.92872 Ha

```
! RIJCOSX wB97M-V def2-TZVPD def2/J DEFGRID3
* xyz -1 1
C 4.722 0.550 -0.001
O 5.310 -0.385 -0.895
C 4.641 -0.462 -2.138
C 3.806 -1.751 -2.317
C 3.493 -2.476 -1.012
C 2.814 -3.830 -1.206
C 1.419 -3.754 -1.825
C 0.398 -2.931 -0.990
C -0.414 -2.007 -1.901
P -1.988 -1.299 -1.049
C -2.813 -3.028 -1.147
C -4.362 -3.094 -1.091
C -4.930 -3.565 0.274
I -6.506 -2.208 0.921
C -2.789 -0.780 -2.685
C -1.905 -0.137 -3.747
C -2.787 0.756 -4.643
F -1.374 -1.071 -4.633
N -3.419 -0.613 -0.034
C -3.317 -0.833 1.150
O -3.286 -1.128 2.301
N -1.072 0.353 -0.840
C -0.048 0.324 0.126
O 1.098 0.450 -0.185
F -0.331 0.160 1.412
C -1.833 1.485 -0.705
O -1.945 2.098 0.323
F -2.421 2.000 -1.783
H 5.201 1.528 -0.137
H 4.921 0.233 1.014
H 3.639 0.619 -0.108
H 5.407 -0.429 -2.917
H 4.001 0.410 -2.292
H 4.307 -2.428 -3.014
H 2.867 -1.464 -2.798
H 2.939 -1.802 -0.357
H 4.445 -2.653 -0.507
H 3.453 -4.419 -1.873
H 2.794 -4.360 -0.252
H 1.452 -3.343 -2.833
H 1.028 -4.773 -1.890
H -0.222 -3.613 -0.409
H 0.971 -2.352 -0.264
H 0.217 -1.188 -2.251
H -0.663 -2.590 -2.792
H -1.388 -1.714 0.207
H -2.448 -3.626 -0.304
H -2.503 -3.585 -2.032
H -4.871 -2.210 -1.459
H -4.660 -3.891 -1.784
H -5.439 -4.513 0.161
H -4.154 -3.612 1.028
H -3.591 -0.080 -2.449
H -3.289 -1.609 -3.184
H -1.116 0.509 -3.375
H -3.323 1.506 -4.069
H -3.545 0.109 -5.089
H -2.156 1.166 -5.430
C 4.984 2.876 2.632
O 4.589 1.731 2.656
N 5.951 3.375 3.432
C 6.380 4.755 3.354
C 6.576 2.491 4.401
H 4.572 3.624 1.932
H 7.444 4.798 3.110
H 6.214 5.248 4.315
H 5.820 5.283 2.586
H 7.042 1.650 3.884
H 5.820 2.098 5.081
H 7.329 3.034 4.967
C -6.148 3.051 3.591
O -7.019 3.887 3.775
N -4.904 3.318 3.169
C -3.908 2.275 2.969
C -4.539 4.696 2.902
H -6.324 1.977 3.764
H -3.050 2.464 3.617
H -3.580 2.280 1.931
H -4.323 1.297 3.207
H -4.663 5.292 3.809
H -5.192 5.107 2.131
H -3.506 4.747 2.569
*
```

=====

- Look up the DFT total energy of the first one.
  -584.10412 Ha

=====

- Which value of DFT total energy does entry 7 give?
  -2511.92872 Ha

=====

- The highest DFT total energy belongs to which entry?
  C3H5NO2